{"formula": "C38H38ClN2P2SZr", "method": "ωB97M-V/def2-TZVPD", "e_homo_ev": -16.3, "spin_multiplicity": 1, "energy_ev": -86180.3188, "e_lumo_ev": -9.7, "charge": 3, "largest_force_ev_per_a": 1.952, "relative_energy_ev": 15.463, "symbols": ["Zr", "C", "C", "P", "C", "C", "C", "C", "C", "C", "C", "C", "C", "C", "C", "C", "C", "P", "C", "C", "C", "C", "C", "C", "C", "C", "C", "C", "C", "C", "H", "H", "H", "H", "H", "H", "H", "H", "H", "H", "H", "H", "H", "H", "H", "H", "H", "H", "H", "H", "H", "H", "H", "H", "H", "H", "C", "N", "C", "C", "N", "C", "S", "H", "H", "H", "H", "H", "H", "Cl", "C", "C", "C", "C", "C", "C", "C", "H", "H", "H", "H", "H", "H"], "positions_angstrom": [[-0.362203, 0.171213, 0.099048], [-1.813567, -2.672079, -2.504172], [-1.300913, -1.558743, -3.421779], [-0.464582, -0.154454, -2.614235], [0.541608, 0.700939, -3.828366], [-0.054014, 1.461628, -4.837056], [0.743269, 2.060199, -5.797884], [2.124392, 1.900157, -5.756678], [2.717568, 1.139835, -4.757811], [1.927322, 0.538248, -3.789663], [-1.730713, 1.046898, -2.073379], [-3.108824, 0.794058, -2.031523], [-3.986839, 1.793926, -1.645587], [-3.509280, 3.045425, -1.257970], [-2.147222, 3.297782, -1.252102], [-1.255273, 2.303858, -1.654243], [-0.735901, -3.325286, -1.632794], [-0.181625, -2.503648, -0.081983], [-1.570644, -2.530506, 1.072006], [-1.541551, -3.183436, 2.309128], [-2.607141, -3.049947, 3.180411], [-3.711239, -2.265526, 2.841328], [-3.740125, -1.597090, 1.632259], [-2.660739, -1.705787, 0.756965], [1.126723, -3.568677, 0.529283], [2.404585, -3.077602, 0.786492], [3.405170, -3.940387, 1.208912], [3.131474, -5.289308, 1.378721], [1.857606, -5.784533, 1.124807], [0.855714, -4.931363, 0.696696], [-2.219600, -3.450165, -3.152425], [-2.661985, -2.341238, -1.904535], [-2.094049, -1.172116, -4.066309], [-0.537598, -1.965206, -4.092396], [-1.129950, 1.586828, -4.875533], [0.289003, 2.646268, -6.585221], [2.740123, 2.364976, -6.515026], [3.790747, 1.006446, -4.741381], [2.386135, -0.080082, -3.024757], [-3.501141, -0.161788, -2.358152], [-5.052432, 1.606533, -1.665954], [-4.206028, 3.824695, -0.979208], [-1.774827, 4.276915, -0.980238], [-0.210464, 2.550953, -1.794882], [0.181652, -3.473020, -2.211720], [-1.066136, -4.320453, -1.328443], [-0.694540, -3.799546, 2.579652], [-2.592354, -3.574485, 4.126507], [-4.550311, -2.193993, 3.520072], [-4.607672, -1.011149, 1.355693], [-2.755360, -1.253311, -0.230257], [2.625814, -2.029457, 0.650505], [4.400137, -3.561671, 1.399404], [3.913199, -5.961347, 1.706221], [1.647124, -6.837071, 1.256674], [-0.132478, -5.331758, 0.502927], [-0.230533, 2.887199, 5.515046], [0.144962, 3.141895, 4.091265], [2.889496, 2.516673, 4.334704], [2.976198, 1.166480, 4.456679], [1.835884, 0.571244, 3.990878], [-0.806884, 0.730885, 2.505883], [-2.082869, 1.235754, 1.702042], [-0.241675, 3.845798, 6.029262], [0.449560, 2.219557, 6.043783], [-1.232242, 2.463212, 5.520460], [3.350721, 3.473350, 4.505542], [3.770200, 0.542169, 4.850943], [-0.443423, -0.176470, 1.915365], [1.319640, 2.275030, 3.598590], [1.351231, 2.753514, 1.774116], [1.138352, 4.104809, 1.621782], [1.354357, 4.656922, 0.364302], [1.791452, 3.850955, -0.676013], [1.942690, 2.485547, -0.486451], [1.713871, 1.859113, 0.755190], [1.749010, 0.389652, 0.807298], [0.842657, 4.722648, 2.458623], [1.218031, 5.721018, 0.227504], [2.013297, 4.283937, -1.643122], [2.272634, 1.862446, -1.311764], [1.974317, -0.058176, 1.766091], [2.399022, 0.013284, 0.011953]], "forces_ev_per_a": [[-0.636, 0.365, -1.722], [-0.013, -0.020, 0.000], [0.102, -0.087, 0.019], [-0.127, 0.186, 0.165], [0.069, -0.014, 0.049], [-0.001, 0.021, 0.025], [0.003, -0.002, -0.006], [0.001, 0.000, -0.002], [-0.001, -0.009, -0.005], [-0.002, -0.033, -0.012], [0.041, -0.110, -0.148], [0.001, -0.066, 0.009], [0.010, 0.010, 0.076], [0.004, -0.027, 0.036], [-0.014, -0.020, 0.082], [-0.031, -0.086, 0.025], [0.033, 0.014, -0.053], [-0.060, -0.157, -0.051], [-0.035, 0.202, 0.027], [0.032, 0.085, 0.053], [-0.025, 0.015, 0.011], [0.046, -0.016, -0.006], [-0.063, 0.022, -0.052], [-0.102, -0.355, -0.127], [0.029, 0.036, 0.024], [-0.002, -0.019, 0.005], [-0.001, 0.004, -0.001], [0.001, 0.000, 0.004], [-0.001, -0.001, -0.004], [-0.020, -0.001, -0.004], [0.007, -0.002, -0.003], [0.000, -0.009, 0.001], [-0.001, 0.028, 0.017], [0.001, 0.007, 0.000], [-0.001, 0.002, 0.002], [-0.001, 0.000, 0.000], [0.001, 0.002, 0.001], [0.002, 0.002, 0.002], [0.005, 0.013, 0.006], [-0.005, 0.005, -0.012], [-0.005, 0.006, -0.001], [-0.002, -0.002, -0.001], [0.001, -0.002, 0.000], [0.003, 0.015, 0.003], [-0.003, -0.003, 0.001], [-0.005, 0.010, 0.024], [0.005, 0.009, 0.005], [0.001, -0.001, 0.000], [0.002, 0.005, 0.004], [0.016, 0.022, 0.004], [0.058, 0.071, 0.008], [0.014, -0.002, -0.004], [-0.002, 0.002, 0.000], [0.000, 0.000, 0.001], [-0.001, 0.000, -0.001], [-0.001, -0.003, 0.005], [0.120, 0.163, -0.027], [0.178, -0.857, 0.021], [0.088, 0.245, -0.028], [-0.473, -0.416, -0.066], [0.280, -0.246, -0.084], [0.188, -0.447, 1.167], [-0.754, 1.050, -1.095], [-0.003, 0.049, -0.065], [0.046, -0.001, -0.050], [0.022, -0.029, -0.037], [0.082, -0.043, -0.026], [0.067, 0.041, -0.011], [1.235, -0.910, 1.208], [-0.486, 1.359, 0.020], [0.136, 0.038, 0.027], [0.141, 0.007, 0.217], [0.016, 0.003, -0.095], [-0.046, 0.060, 0.051], [-0.180, 0.090, 0.031], [0.095, -0.070, 0.277], [-0.093, -0.164, -0.027], [0.007, -0.002, -0.036], [0.004, 0.001, -0.005], [0.007, 0.009, 0.004], [0.002, 0.001, 0.016], [0.039, 0.007, 0.112], [-0.041, -0.048, 0.023]], "lowdin_charge": [1.203, -0.265, -0.300, 0.994, -0.393, -0.068, -0.036, -0.029, -0.048, -0.112, -0.462, -0.075, -0.020, -0.027, -0.046, -0.161, -0.297, 0.990, -0.384, -0.046, -0.014, -0.023, -0.085, -0.212, -0.374, -0.083, -0.046, -0.029, -0.034, -0.089, 0.132, 0.083, 0.108, 0.109, 0.120, 0.125, 0.126, 0.122, 0.101, 0.113, 0.132, 0.132, 0.124, 0.083, 0.108, 0.100, 0.113, 0.129, 0.128, 0.123, 0.061, 0.068, 0.119, 0.126, 0.125, 0.115, -0.091, -0.296, -0.158, -0.242, -0.060, -0.574, 0.772, 0.096, 0.080, 0.087, 0.106, 0.148, -0.119, 1.173, -0.203, -0.032, -0.014, -0.028, -0.047, -0.329, -0.248, 0.126, 0.135, 0.136, 0.113, 0.042, 0.074]}